The following is a DFT calculation (ωB97M-V/def2-TZVPD) of C47H51IrN2P2S3Se2 as an isolated structure.

Cartesian coordinates (Å):
1 Ir 1.54240 -1.30938 0.26044
2 C 4.78586 -2.40964 0.32984
3 C 4.62406 -2.06805 -1.13896
4 S 2.90192 -1.84035 -1.74574
5 C 3.13313 -0.26740 -2.59764
6 C 3.32605 0.95104 -1.70266
7 S 2.27304 0.98890 -0.20386
8 C 3.51121 1.31567 1.07166
9 C 4.54229 0.21704 1.24844
10 S 3.78668 -1.42440 1.46277
11 H 5.83384 -2.32041 0.62138
12 H 4.49142 -3.43430 0.53813
13 H 5.07107 -2.85597 -1.74601
14 H 5.14780 -1.14547 -1.38477
15 H 2.26138 -0.16228 -3.23572
16 H 3.99613 -0.38825 -3.25419
17 H 3.07532 1.84723 -2.27092
18 H 4.36032 1.05231 -1.37733
19 H 2.91838 1.44179 1.97704
20 H 3.99418 2.26985 0.85658
21 H 5.14743 0.42330 2.13121
22 H 5.21994 0.16425 0.39755
23 Se -0.71612 -1.87879 2.65085
24 Se 0.13314 -3.92775 3.38978
25 C 1.26209 -4.85127 2.11432
26 C 1.43529 -6.17085 2.52826
27 C 2.07671 -7.04903 1.67717
28 C 2.48605 -6.58325 0.43427
29 C 2.30114 -5.24779 0.14378
30 N 1.73599 -4.36856 0.98628
31 C -1.34398 -2.21064 0.82140
32 C -3.16798 -2.05826 -0.32517
33 C -2.93119 -2.71255 -1.63417
34 C -1.69119 -2.96557 -2.05452
35 C -0.48813 -2.49167 -1.36589
36 N -0.20988 -2.53828 -0.00947
37 H 1.05124 -6.50997 3.48275
38 H 2.22490 -8.08064 1.96598
39 H 2.94119 -7.23829 -0.29459
40 H 2.61498 -4.85967 -0.81828
41 H -4.19465 -1.72234 -0.19906
42 H -3.78807 -3.07904 -2.18464
43 H -1.53686 -3.49540 -2.98646
44 H 0.41066 -2.58118 -1.96274
45 C 2.02347 1.89598 4.43780
46 C 1.18094 0.61188 4.38617
47 C -0.27064 0.95988 4.76454
48 C 1.75526 -0.41764 5.37317
49 C 1.20896 0.01894 3.03200
50 C 0.83170 -0.76805 2.09191
51 H 1.93813 2.34194 5.42856
52 H 1.67733 2.63115 3.70893
53 H 3.08045 1.68598 4.26489
54 H -0.28297 1.37342 5.77313
55 H -0.91660 0.08094 4.76315
56 H -0.68622 1.70438 4.08406
57 H 1.76384 0.00845 6.37646
58 H 2.77746 -0.69088 5.10890
59 H 1.15187 -1.32668 5.39458
60 C -2.32099 1.03609 -1.60822
61 P -0.89663 -0.22606 -1.15723
62 C -0.22800 -0.01515 -2.91716
63 C -0.20315 -0.89501 -3.98788
64 C 0.31801 -0.49417 -5.21685
65 C 0.80134 0.79179 -5.39343
66 C 0.77079 1.68537 -4.32791
67 C 0.26610 1.28093 -3.10292
68 C -2.08712 -1.02492 0.15055
69 C -2.67106 -3.02644 0.80166
70 C -3.52296 -2.85913 2.03141
71 C -3.88341 -1.69120 2.57173
72 C -3.41979 -0.35485 2.17374
73 C -2.61798 -0.04014 1.14732
74 P -2.43310 2.65733 -0.82468
75 C -1.19566 3.83452 -1.34226
76 C -1.34048 4.49987 -2.56350
77 C -0.36595 5.39571 -2.96912
78 C 0.74065 5.63275 -2.16071
79 C 0.87910 4.97785 -0.94379
80 C -0.08899 4.07590 -0.52890
81 C -4.04035 3.35787 -0.86764
82 C -4.16147 4.73681 -0.60355
83 C -5.41025 5.32228 -0.59008
84 C -6.54290 4.54771 -0.82357
85 C -6.43284 3.18016 -1.06616
86 C -5.19217 2.57829 -1.07791
87 H -3.26077 0.53079 -1.37121
88 H -2.30232 1.20031 -2.68734
89 H -0.59433 -1.89644 -3.90277
90 H 0.32599 -1.19333 -6.04225
91 H 1.18966 1.09960 -6.35463
92 H 1.14111 2.69569 -4.44960
93 H 0.26081 1.98725 -2.27927
94 H -2.57421 -4.07161 0.51986
95 H -3.92518 -3.76949 2.45877
96 H -4.54484 -1.71807 3.42851
97 H -3.72581 0.45469 2.82641
98 H -2.28816 0.99070 1.07004
99 H -2.20858 4.32413 -3.18735
100 H -0.47528 5.92069 -3.90843
101 H 1.48987 6.34708 -2.47533
102 H 1.72866 5.19054 -0.30854
103 H 0.00711 3.57117 0.42472
104 H -3.27952 5.33748 -0.42182
105 H -5.50725 6.38167 -0.39799
106 H -7.51994 5.01190 -0.81422
107 H -7.32044 2.59046 -1.24844
108 H -5.11947 1.51625 -1.26737

Atomic forces in eV per Å
0.2301 -0.0699 0.2031
-0.0992 -0.1244 -0.0817
0.0332 0.0380 -0.0284
-0.0714 -0.3731 0.1904
-0.0648 0.1040 -0.0155
-0.0139 -0.0410 -0.0438
-0.0582 0.0924 -0.0976
0.0109 -0.0181 0.0670
0.0314 0.0247 -0.0583
-0.2573 0.0127 -0.0253
-0.0101 0.0392 0.0003
-0.0920 -0.1295 0.0061
-0.0277 0.0033 0.0082
0.0176 -0.0034 0.0223
-0.0301 0.0212 0.0135
-0.0068 0.0055 -0.0032
0.0256 -0.0112 -0.0023
-0.0028 -0.0367 0.0234
0.0021 0.0169 0.0212
0.0046 -0.0184 -0.0470
-0.0229 -0.0235 0.0171
0.0018 0.0033 0.0042
0.2822 -0.2363 -0.1002
-0.0540 0.2340 0.1377
0.0270 -0.2897 -0.1478
-0.0902 -0.0241 0.0762
0.0291 0.0427 -0.0534
0.0134 -0.0355 0.0324
0.1303 0.1610 0.0406
-0.0909 0.2342 0.0061
0.1370 0.0967 0.0534
0.0214 -0.0616 0.0214
-0.0983 -0.0025 0.0142
0.1389 0.1220 0.0960
0.1394 -0.4373 -0.0683
0.2302 0.3127 -0.2998
-0.0115 -0.0186 -0.0066
-0.0035 -0.0031 -0.0023
0.0109 -0.0148 0.0121
0.0463 0.1118 -0.0144
0.0081 0.0104 0.0107
-0.0109 0.0224 -0.0195
0.0156 0.0244 -0.0221
-0.0314 -0.0272 0.0124
0.0195 -0.0126 0.0121
-0.0015 0.0030 0.0316
-0.0039 -0.0116 -0.0156
-0.0085 -0.0112 -0.0084
-0.0018 0.1042 -0.0642
-0.1615 -0.0614 0.1173
0.0012 0.0047 0.0074
-0.0044 0.0087 -0.0086
0.0061 -0.0059 -0.0203
0.0017 0.0186 0.0035
0.0085 0.0014 0.0049
-0.0111 -0.0032 -0.0149
0.0005 0.0035 0.0089
0.0007 -0.0021 -0.0014
-0.0004 -0.0040 0.0009
0.0387 0.0376 0.1175
-0.2542 0.4909 -0.0236
-0.2023 0.0136 0.0214
0.0832 -0.0792 0.0065
-0.0105 -0.0228 0.0269
0.0108 0.0291 0.0087
0.0359 -0.0372 -0.0202
0.0354 -0.0187 0.0626
-0.0018 -0.2410 -0.2054
0.0314 -0.0495 0.0584
0.0323 -0.0437 0.0108
-0.0252 0.0160 0.0162
-0.0371 0.0018 -0.0436
-0.0401 0.0495 -0.0364
-0.0330 0.0716 0.0369
-0.0022 -0.0059 0.0022
-0.0125 0.0108 -0.0047
0.0114 -0.0047 -0.0033
-0.0026 0.0009 -0.0045
0.0005 -0.0080 0.0065
0.0108 -0.0181 -0.0137
0.0567 -0.0237 -0.0533
-0.0308 0.0084 0.0077
0.0108 0.0080 -0.0065
0.0013 0.0110 0.0020
0.0110 -0.0353 -0.0083
-0.0269 0.0235 0.0271
0.0189 -0.0192 -0.0029
0.0213 0.0281 0.0148
-0.0327 0.0196 -0.0021
-0.0066 -0.0058 -0.0091
0.0048 0.0050 -0.0070
-0.0030 0.0104 -0.0057
-0.0124 0.0096 -0.0126
0.0225 0.0080 -0.0257
0.0023 -0.0019 0.0041
-0.0069 0.0069 -0.0017
0.0056 0.0057 0.0103
0.0166 -0.0161 0.0455
-0.0025 0.0048 -0.0031
-0.0004 -0.0002 -0.0041
0.0024 0.0030 -0.0029
0.0028 -0.0021 0.0010
0.0018 0.0001 0.0098
0.0013 0.0004 0.0023
-0.0019 0.0046 -0.0020
-0.0052 0.0005 0.0022
-0.0031 -0.0002 -0.0010
-0.0008 -0.0121 -0.0033

Calculated values
- Energy: -237129.660 eV
- Largest force on an atom: 0.55 eV/Å
- Energy above the lowest of the compared OMol25 structures with the same formula, charge and spin: 23.84 kcal/mol
- Charge: +3
- <S²>: 8.80
- 2S+1: 6

***

The following is a DFT calculation (ωB97M-V/def2-TZVPD) of C23H35MgNO6PS2SbSe4Te as an isolated structure in a non-equilibrium geometry.

Cartesian coordinates (Å):
1 Mg 0.59405 0.54887 0.94407
2 O -0.30494 -1.24475 0.32424
3 S -1.65550 -1.73061 0.81252
4 C -2.86832 -1.58240 -0.54064
5 C -2.41326 -2.12354 -1.90521
6 C -1.05114 -1.72862 -2.33664
7 C -0.85351 -0.24371 -2.61012
8 S 0.80685 0.43955 -2.56809
9 O 1.24239 0.76075 -1.18308
10 C 1.93312 -0.94877 -3.01681
11 C 2.11487 -1.42850 -4.29083
12 C 2.99657 -2.49494 -4.43366
13 C 3.61221 -3.06983 -3.31618
14 C 3.44428 -2.54660 -2.07374
15 C 2.59217 -1.48836 -1.96091
16 C -1.50902 -3.52471 0.70779
17 C -2.53065 -4.43101 0.76799
18 C -2.35461 -5.80565 0.56294
19 C -1.09927 -6.34520 0.31586
20 C -0.05891 -5.42244 0.31494
21 C -0.21211 -4.05599 0.50419
22 H -3.09606 -0.51526 -0.52165
23 H -3.72692 -2.10585 -0.10906
24 H -3.12210 -1.60998 -2.56025
25 H -2.47787 -3.24575 -1.89964
26 H -0.87239 -2.30149 -3.23464
27 H -0.35183 -2.06861 -1.61874
28 H -1.40692 0.29459 -1.80678
29 H -1.27363 -0.00303 -3.53822
30 H 1.60766 -0.98754 -5.14996
31 H 3.16369 -2.94853 -5.45398
32 H 4.26050 -3.94183 -3.48131
33 H 3.85082 -2.98927 -1.20677
34 H 2.48442 -1.09634 -0.95878
35 H -3.51828 -4.13091 1.09681
36 H -3.29587 -6.46762 0.44169
37 H -0.82015 -7.41576 0.16359
38 H 0.99839 -5.74805 0.22379
39 H 0.63969 -3.34607 0.52201
40 Se 3.44337 -0.87078 6.05342
41 Sb 1.80638 -1.24995 4.12730
42 Se 2.82866 -0.83651 1.96746
43 Se -0.35808 0.21456 3.53625
44 Se 1.34933 -3.66020 4.45133
45 C 3.04352 2.96848 3.37378
46 N 3.57431 2.45867 2.10162
47 C 4.83335 1.75437 2.12334
48 C 2.78252 2.08344 1.12645
49 O 1.57413 2.36566 1.05880
50 H 3.28864 2.22945 4.09897
51 H 1.96948 3.10350 3.28754
52 H 3.58384 3.93817 3.63680
53 H 5.70487 2.49428 2.40873
54 H 4.97191 1.19402 1.21974
55 H 4.83837 1.02916 2.84567
56 H 3.29482 1.57657 0.28503
57 C -2.07360 6.03973 -0.94815
58 C -1.26743 5.01232 -1.74255
59 O -0.97940 3.75225 -1.09525
60 P -1.97485 2.72156 -0.39763
61 O -1.10824 1.58506 -0.00842
62 Te -3.92852 2.22701 -1.63101
63 O -2.58410 3.56376 0.88088
64 C -3.15891 2.89352 2.05229
65 C -3.80248 3.97096 2.87304
66 H -2.21070 6.82557 -1.72958
67 H -1.59352 6.49750 -0.12191
68 H -2.99514 5.60797 -0.64634
69 H -0.29543 5.39307 -2.11066
70 H -1.82569 4.85432 -2.67741
71 H -2.37892 2.39726 2.54693
72 H -3.88537 2.15958 1.75270
73 H -3.08048 4.76638 3.04858
74 H -4.16529 3.55105 3.88092
75 H -4.68975 4.48204 2.44462

Atomic forces in eV per Å
-0.5798 0.0033 0.1691
-0.5314 0.1074 0.1556
-0.0342 -0.4182 0.4471
0.9398 -0.0846 0.6030
-1.5820 0.0313 1.0048
0.9370 -0.0826 -0.8916
-0.2900 -1.1097 2.3300
0.9043 0.3913 -0.9301
-0.1178 -0.1702 0.5840
-1.5024 0.8082 0.2117
0.2330 -0.2196 -0.6398
-0.0363 -0.7162 -1.1979
0.8298 -1.0010 -1.7689
-0.4089 -0.2218 -0.5318
0.1837 0.5118 1.9517
2.1601 -0.6148 -0.3973
-1.2737 -0.6129 0.5608
-1.6113 -1.3681 -0.7921
0.5639 0.2399 -0.0011
1.8645 0.0871 0.1766
-0.5348 1.0088 0.0725
-0.0740 0.0659 -0.3297
-0.0605 0.0107 -0.2784
-0.3120 -0.7371 -0.5199
-0.2625 1.0820 -0.2367
0.3423 -0.1166 -0.5508
0.8230 -0.2995 0.5519
0.6252 0.1844 -0.6491
-0.5136 0.7332 -1.4403
0.0953 -0.1371 0.1911
-0.1566 0.5975 1.2561
-0.2791 0.3744 0.1179
0.5840 -0.2999 0.8266
-0.3937 0.2467 0.0522
-0.1706 0.2197 -0.3545
1.6300 1.1528 0.6544
-0.8075 0.9921 0.1273
-0.8616 -0.0208 -0.0382
-0.4858 -0.7198 -0.0131
-0.7356 0.5763 -0.9347
-0.6243 -0.4463 1.3798
0.3715 -0.0511 -1.4243
0.9604 -0.3481 0.1967
-0.3258 0.3810 -0.4098
1.0013 1.2107 -0.8109
0.6403 -0.0336 0.3544
2.0214 3.2757 0.1286
-0.8925 0.4773 -0.9540
-0.0171 -0.2588 0.0722
-0.0553 -0.5828 0.9436
0.0485 0.0277 0.0281
-0.7753 -1.1116 -0.3175
-1.4216 -1.2699 -0.9566
0.3782 0.2414 -0.6480
-0.2101 -1.8144 2.1606
-0.2543 0.1465 0.3137
0.8080 0.2244 -2.0811
0.0819 -0.3350 -0.2743
-0.0904 1.1419 -0.2472
-0.9664 0.6971 0.9654
0.0984 -0.7415 0.7044
-0.0905 -0.0593 -0.4839
0.6667 -0.5244 -0.2959
-0.5464 1.1523 -1.5492
-0.9946 0.2049 1.7302
-0.3872 -0.2384 0.7166
0.6910 0.1398 0.8890
-0.9385 -0.1950 0.1892
-0.2701 -0.1247 0.6719
-0.1198 -0.5114 0.3086
1.1543 -0.6191 0.9448
-0.3848 -0.3898 -0.4542
0.1309 -0.0369 0.2841
0.7325 0.5400 -1.3563
0.4794 -0.6430 -0.2667

Calculated values
- Energy: -349821.503 eV
- Largest force on an atom: 3.85 eV/Å
- Charge: -2

***

> Among the records above, which one has the lowest charge?

C23H35MgNO6PS2SbSe4Te